# 1
{"formula": "C20H56N4O8", "method": "ωB97M-V/def2-TZVPD", "spin_multiplicity": 1, "lumo_energy_ev": 0.151, "smiles": "COC[C@H](C)N.COC[C@H](C)N.COC[C@H](C)N.COC[C@H](C)N.OCCO.OCCO", "e_above_lowest_ev": 9.9238, "e_homo_ev": -8.35, "mol_weight_g_mol": 480.688, "symbols": ["C", "O", "C", "C", "C", "N", "H", "H", "H", "H", "H", "H", "H", "H", "H", "H", "H", "C", "O", "C", "C", "C", "N", "H", "H", "H", "H", "H", "H", "H", "H", "H", "H", "H", "C", "O", "C", "C", "C", "N", "H", "H", "H", "H", "H", "H", "H", "H", "H", "H", "H", "C", "O", "C", "C", "C", "N", "H", "H", "H", "H", "H", "H", "H", "H", "H", "H", "H", "O", "C", "C", "O", "H", "H", "H", "H", "H", "H", "O", "C", "C", "O", "H", "H", "H", "H", "H", "H"], "positions_angstrom": [[-0.36795, 3.53407, 2.51679], [0.63933, 2.61192, 2.94568], [1.87175, 2.81852, 2.20233], [2.25380, 1.38918, 1.78554], [3.28233, 1.44438, 0.66969], [1.02446, 0.74623, 1.38535], [-1.05546, 3.54604, 3.29547], [-0.94830, 3.16561, 1.63704], [-0.02644, 4.57449, 2.39089], [1.70723, 3.47528, 1.36904], [2.59491, 3.25403, 2.87677], [2.57982, 0.81430, 2.67260], [3.00159, 2.18694, -0.05275], [3.36237, 0.49799, 0.13381], [4.31327, 1.63230, 0.96280], [0.75192, 1.29675, 0.56070], [0.41524, 1.11585, 2.13065], [2.85458, -3.22561, -2.85821], [2.50495, -3.19264, -1.52228], [3.56487, -2.57494, -0.67759], [2.96413, -2.17977, 0.66037], [3.88836, -1.67858, 1.73908], [2.28729, -3.39086, 1.06637], [3.82105, -3.75161, -2.87622], [2.86489, -2.22241, -3.28628], [2.08307, -3.82786, -3.33812], [4.53637, -3.11809, -0.55095], [3.90749, -1.65470, -1.19205], [2.21883, -1.43411, 0.50269], [4.54916, -0.87946, 1.28245], [4.46626, -2.50914, 2.16730], [3.21028, -1.30751, 2.51905], [2.20171, -3.88959, 0.17642], [1.33157, -3.04160, 1.17911], [-2.19346, -4.01823, 4.28748], [-2.52013, -3.91858, 2.86998], [-1.45732, -3.59055, 2.03395], [-1.10654, -2.16512, 2.26305], [-2.29903, -1.29534, 2.09139], [-0.20323, -1.91918, 1.15798], [-1.18645, -4.43201, 4.51595], [-2.90949, -4.71941, 4.80071], [-2.19367, -3.06182, 4.78197], [-0.61581, -4.26674, 2.25262], [-1.78611, -3.72501, 0.97622], [-0.72637, -1.90949, 3.27862], [-1.90977, -0.27010, 2.14320], [-3.01364, -1.50166, 2.89391], [-2.85710, -1.41747, 1.14560], [0.50695, -1.24720, 1.46778], [-0.71604, -1.39417, 0.42021], [-1.50547, 4.34947, -3.34405], [-1.94384, 3.34369, -2.39772], [-3.29831, 3.41960, -2.00727], [-3.57890, 2.36417, -0.90803], [-4.91464, 2.65093, -0.25411], [-2.37800, 2.27123, -0.04345], [-0.52881, 4.08190, -3.60756], [-1.55552, 5.38190, -2.96905], [-2.05750, 4.36356, -4.26533], [-3.42106, 4.36339, -1.46490], [-4.02522, 3.31455, -2.82659], [-3.62769, 1.43016, -1.38214], [-5.73548, 2.50770, -0.98647], [-4.92270, 3.51169, 0.36762], [-5.06198, 1.88272, 0.55755], [-1.69315, 2.86376, -0.51810], [-1.98161, 1.30395, -0.14957], [1.59625, 0.10232, -3.74419], [1.78892, 0.55441, -2.50957], [0.85288, 1.75845, -2.32662], [0.62412, 1.92537, -1.13127], [2.48653, 0.08736, -4.09308], [1.48838, -0.28249, -1.80699], [2.86681, 0.79048, -2.30642], [-0.07233, 1.60480, -2.89356], [1.28321, 2.67291, -2.67551], [0.44944, 2.88399, -1.00188], [-1.28014, -0.21802, -0.77055], [-1.79829, -0.88388, -1.85638], [-0.98036, -2.15111, -2.14752], [-1.39605, -2.97867, -1.34221], [-0.41900, 0.13285, -0.90340], [-2.80796, -1.15605, -1.62620], [-1.86669, -0.15759, -2.66905], [0.08057, -2.06287, -2.18702], [-1.22810, -2.51368, -3.16321], [-0.90581, -2.88626, -0.50038]]}

---

# 2
{"formula": "C20H56O10S6", "method": "ωB97M-V/def2-TZVPD", "spin_multiplicity": 1, "lumo_energy_ev": 0.327, "e_homo_ev": -8.51, "mol_weight_g_mol": 649.060, "symbols": ["C", "S", "O", "C", "H", "H", "H", "H", "H", "H", "C", "S", "O", "C", "H", "H", "H", "H", "H", "H", "C", "S", "O", "C", "H", "H", "H", "H", "H", "H", "C", "S", "O", "C", "H", "H", "H", "H", "H", "H", "C", "S", "O", "C", "H", "H", "H", "H", "H", "H", "C", "S", "O", "C", "H", "H", "H", "H", "H", "H", "C", "O", "C", "C", "O", "C", "H", "H", "H", "H", "H", "H", "H", "H", "H", "H", "C", "O", "C", "C", "O", "C", "H", "H", "H", "H", "H", "H", "H", "H", "H", "H"], "positions_angstrom": [[-1.48851, 5.63104, 4.60757], [-1.55164, 4.21859, 3.56617], [-0.30193, 3.45324, 3.91525], [-2.81283, 3.25316, 4.51106], [-2.24337, 6.40132, 4.34453], [-0.49026, 6.04946, 4.56517], [-1.64823, 5.22846, 5.61755], [-2.53934, 3.09865, 5.57040], [-3.00000, 2.32198, 3.98899], [-3.74678, 3.73681, 4.49572], [3.72144, 4.54699, 2.57143], [3.48266, 4.47093, 0.73428], [4.09500, 3.18489, 0.39011], [1.69593, 4.46173, 0.71016], [3.05872, 3.97693, 3.19725], [3.72755, 5.56236, 2.93426], [4.73367, 4.08205, 2.57308], [1.26884, 3.64746, 1.37682], [1.45437, 4.25384, -0.38213], [1.31952, 5.47714, 0.97598], [-4.60880, -3.18339, 2.58404], [-5.30331, -2.31213, 1.14946], [-5.50661, -3.49064, 0.22620], [-6.85618, -2.00872, 2.13147], [-3.59528, -3.43388, 2.22244], [-5.30900, -4.03938, 2.61823], [-4.64321, -2.56383, 3.48698], [-7.44353, -1.30809, 1.52669], [-6.59745, -1.46630, 2.99001], [-7.39350, -2.89634, 2.38651], [2.43834, -3.74423, -0.72263], [3.22298, -2.53115, 0.39935], [4.66364, -2.75610, 0.36408], [2.98996, -1.15132, -0.78410], [1.66055, -3.25656, -1.28973], [1.91777, -4.52194, -0.14587], [3.20844, -4.05014, -1.42465], [3.31718, -0.14895, -0.41316], [1.91174, -1.09691, -1.05815], [3.55115, -1.41195, -1.63313], [-0.09979, -3.42388, 1.98267], [-0.40271, -2.27180, 3.36224], [-1.59636, -1.54757, 2.89289], [-0.88076, -3.59466, 4.51940], [0.75153, -4.03159, 2.28108], [0.20285, -2.78859, 1.11194], [-0.97853, -3.90578, 1.65283], [-0.70225, -3.15950, 5.49802], [-0.30896, -4.48661, 4.40065], [-1.96226, -3.74220, 4.39626], [4.16737, 4.20783, -4.13075], [3.28661, 3.91186, -2.55858], [1.86515, 4.37480, -2.74336], [3.38748, 2.19290, -2.71675], [4.46713, 5.24175, -4.03776], [3.32302, 4.03224, -4.71613], [4.84572, 3.47916, -4.52878], [4.41102, 1.89188, -2.71745], [2.84584, 1.76398, -3.60131], [2.79802, 1.82061, -1.85704], [2.49348, 0.08550, 2.27393], [1.42683, -0.26805, 1.41393], [0.66243, 0.81613, 0.89253], [-0.66876, 0.23001, 0.28898], [-0.27302, -0.67670, -0.69353], [-1.36208, -1.51144, -1.13148], [2.19295, 0.32396, 3.35622], [3.02894, 0.97602, 1.90414], [3.18755, -0.78439, 2.32225], [1.22854, 1.35292, 0.05829], [0.50335, 1.55300, 1.64459], [-1.23377, 1.09159, -0.11972], [-1.28234, -0.30255, 0.99511], [-2.15585, -0.85744, -1.52050], [-1.61546, -2.18525, -0.33975], [-0.89081, -2.06821, -1.91585], [0.12506, -3.83521, -4.88058], [-0.64283, -2.84831, -4.17378], [-0.12879, -1.54038, -4.50868], [-0.71565, -0.94354, -5.79112], [-2.06603, -0.62491, -5.73583], [-2.99310, -1.62495, -5.39655], [1.17514, -3.62847, -5.08632], [-0.35405, -3.80871, -5.90692], [0.16239, -4.84591, -4.47238], [1.00705, -1.55624, -4.54315], [-0.32292, -0.74879, -3.72494], [-0.45094, -1.60333, -6.59129], [-0.20897, 0.00116, -6.03017], [-2.69371, -2.55981, -5.86133], [-3.96598, -1.37180, -5.78963], [-2.94852, -1.88582, -4.30416]]}